Run P
{"formula": "C2H3ClFNO", "method": "ωB97M-V/def2-TZVPD", "elements": ["C", "N", "Cl", "C", "O", "F", "H", "H", "H"], "positions_angstrom": [[-1.13543, -0.26179, -0.27578], [0.01440, 0.09242, 0.59182], [0.32059, -0.81033, 2.02134], [1.22208, 0.48788, -0.21238], [1.23131, 0.80418, -1.34487], [2.25694, 0.49665, 0.59865], [-1.52946, 0.74746, -0.42727], [-0.58632, -0.63812, -1.22968], [-1.79412, -0.91835, 0.27816]], "orbital_gap_ev": 10.4, "lumo_ev": 0.591, "smiles": "CN(Cl)C(=O)F"}

Run Q
{"formula": "C2H3ClFNO", "method": "ωB97M-V/def2-TZVPD", "elements": ["N", "C", "O", "C", "F", "Cl", "H", "H", "H"], "positions_angstrom": [[-1.76717, 0.26656, -0.15351], [-0.60102, 0.96274, -0.02438], [-0.48332, 2.13372, 0.18231], [0.73052, 0.11453, -0.08994], [1.06976, 0.09024, 1.22652], [0.51392, -1.57865, -0.55763], [-2.62799, 0.81161, -0.10750], [-1.80525, -0.71457, -0.36654], [1.52861, 0.52851, -0.78288]], "orbital_gap_ev": 11.1, "lumo_ev": 0.746, "smiles": "NC(=O)[C@@H](F)Cl"}

Bottom line: run Q, by a margin of 0.0563 hartree.